1.
A structure of composition C27H29BCl5N7OOs. Source: the OMol25 dataset; level of theory: wB97M-V/def2-TZVPD.

```
71
C27H29BCl5N7OOs, DFT wB97M-V/def2-TZVPD
Os 0.365 0.186 -0.566
C 2.122 1.234 2.261
C 0.822 0.522 2.381
C 0.088 0.327 3.528
C -1.073 -0.351 3.155
C -2.213 -0.802 3.997
N -1.035 -0.540 1.839
N 0.140 -0.050 1.337
B -1.995 -1.232 0.848
N -1.149 -2.201 -0.042
N -0.067 -1.724 -0.757
C 0.427 -2.767 -1.496
C 1.551 -2.623 -2.460
C -0.309 -3.889 -1.205
C -1.295 -3.501 -0.286
C -2.361 -4.335 0.329
N -2.535 -0.116 -0.068
N -1.632 0.451 -0.909
C -2.305 1.290 -1.728
C -1.695 1.990 -2.897
C -3.641 1.281 -1.354
C -3.757 0.375 -0.308
C -4.968 -0.053 0.446
H 2.404 1.636 3.230
H 2.919 0.566 1.934
H 2.045 2.081 1.573
H 0.361 0.640 4.522
H -2.020 -0.557 5.038
H -3.138 -0.311 3.692
H -2.365 -1.878 3.914
H -2.880 -1.827 1.375
H 1.623 -1.609 -2.853
H 2.502 -2.880 -1.994
H 1.395 -3.299 -3.299
H -0.179 -4.874 -1.619
H -2.275 -5.360 -0.020
H -2.283 -4.328 1.417
H -3.350 -3.959 0.065
H -0.639 1.755 -3.030
H -2.213 1.688 -3.806
H -1.801 3.072 -2.807
H -4.444 1.829 -1.819
H -5.846 0.447 0.045
H -5.121 -1.130 0.375
H -4.881 0.203 1.503
Cl -0.870 7.596 -1.242
C -0.431 5.965 -1.132
C -0.997 5.154 -0.134
Cl -2.121 5.819 0.963
C -0.640 3.817 -0.039
Cl -1.310 2.839 1.197
C 0.294 3.275 -0.940
O 0.703 2.016 -0.935
C 0.866 4.103 -1.932
Cl 1.995 3.406 -3.017
C 0.506 5.433 -2.037
Cl 1.184 6.418 -3.249
N 2.561 0.162 -0.668
C 3.478 -0.923 -0.309
C 4.735 -0.971 -0.885
C 5.616 -1.974 -0.500
C 5.236 -2.909 0.453
C 3.967 -2.855 1.014
C 3.080 -1.859 0.631
H 2.781 0.969 -0.088
H 2.761 0.493 -1.613
H 5.032 -0.241 -1.630
H 6.601 -2.018 -0.943
H 5.930 -3.680 0.758
H 3.663 -3.595 1.743
H 2.081 -1.817 1.051
```

Calculated values
HOMO energy (spin up / spin down), eV: -13.76 / -13.79
Lowest unoccupied orbital energy (spin up / spin down), eV: -8.5 / -8.5
M, g/mol: 845.88
E_tot, Ha: -3920.887379
ΔE to the lowest compared entry with this formula, charge and spin, kcal per mole: 0.0
HOMO-LUMO gap (spin up / spin down), eV: 5.238 / 5.327
Total charge: +2
Multiplicity: 1



2.
A structure of composition C27H29BrN3O2Pt. Source: the OMol25 dataset; level of theory: wB97M-V/def2-TZVPD.

```
63
C27H29BrN3O2Pt, DFT wB97M-V/def2-TZVPD
Pt 0.264 -0.057 0.361
C 2.490 -1.014 2.485
N 2.396 -0.527 1.099
C 3.314 0.655 0.929
C 2.804 1.781 0.054
C 1.750 2.615 0.754
N 0.605 1.784 1.136
C -0.331 2.290 1.876
C -1.249 1.570 2.693
C -2.212 2.304 3.419
C -3.109 1.682 4.243
C -3.068 0.285 4.364
C -2.131 -0.458 3.682
C -1.175 0.158 2.862
O -0.205 -0.567 2.336
C 2.802 -1.583 0.137
C 2.043 -2.916 0.195
C 0.561 -2.935 0.554
N -0.238 -1.952 -0.151
C -1.080 -2.292 -1.053
C -1.988 -1.389 -1.688
C -2.699 -1.816 -2.822
C -3.550 -0.967 -3.484
C -3.743 0.323 -2.977
C -3.102 0.735 -1.829
C -2.203 -0.103 -1.164
O -1.627 0.357 -0.043
H 3.533 -1.265 2.701
H 1.871 -1.890 2.634
H 2.149 -0.243 3.169
H 4.256 0.284 0.520
H 3.527 1.059 1.920
H 2.413 1.374 -0.875
H 3.636 2.439 -0.203
H 1.457 3.445 0.104
H 2.163 3.051 1.666
H -0.381 3.379 1.936
H -2.233 3.383 3.315
H -3.841 2.257 4.792
H -3.777 -0.215 5.012
H -2.069 -1.533 3.793
H 3.856 -1.835 0.300
H 2.731 -1.128 -0.845
H 2.513 -3.577 0.927
H 2.196 -3.386 -0.780
H 0.422 -2.731 1.614
H 0.182 -3.942 0.367
H -1.114 -3.338 -1.355
H -2.548 -2.828 -3.181
H -4.067 -1.295 -4.374
H -4.403 1.005 -3.497
H -3.252 1.726 -1.421
Br 0.319 1.239 -6.207
C 0.445 0.913 -4.353
C -0.039 1.847 -3.453
C 0.038 1.587 -2.094
C 0.563 0.393 -1.610
C 1.058 -0.522 -2.536
C 1.009 -0.267 -3.902
H -0.472 2.771 -3.812
H -0.345 2.333 -1.406
H 1.473 -1.471 -2.227
H 1.413 -0.983 -4.605
```

Calculated values
HOMO energy, eV: -10.77
Lowest unoccupied orbital energy, eV: -3.4
M, g/mol: 702.53
E_tot, Ha: -4054.119632
ΔE to the lowest compared entry with this formula, charge and spin, kcal per mole: 0.0
HOMO-LUMO gap, eV: 7.355
Total charge: +1
Multiplicity: 1



3.
A structure of composition C27H29Cl5F5MnN2O2Si. Source: the OMol25 dataset; level of theory: wB97M-V/def2-TZVPD.

```
72
C27H29Cl5F5MnN2O2Si, DFT wB97M-V/def2-TZVPD
Mn -0.295 0.070 -0.006
Cl 1.099 4.359 5.298
C 0.864 3.635 3.725
C 0.432 2.307 3.623
Cl 0.128 1.372 5.066
C 0.246 1.734 2.349
Cl -0.294 0.072 2.221
C 0.475 2.438 1.134
O 0.294 1.881 -0.004
C 0.913 3.788 1.296
Cl 1.229 4.759 -0.140
C 1.106 4.380 2.564
Cl 1.645 6.038 2.695
N 4.077 -1.647 -0.039
C 3.678 -0.940 1.226
C 2.167 -0.644 1.200
N 1.721 0.070 -0.006
C 2.167 -0.597 -1.239
C 3.678 -0.892 -1.277
H 3.627 -2.572 -0.057
H 5.091 -1.814 -0.042
H 4.271 -0.021 1.280
H 3.944 -1.599 2.057
H 1.898 -0.052 2.082
H 1.611 -1.586 1.275
H 2.070 1.058 0.013
H 1.898 0.027 -2.098
H 1.611 -1.536 -1.350
H 4.271 0.029 -1.296
H 3.944 -1.519 -2.132
F 1.582 1.537 -2.103
C 0.660 0.816 -2.787
C -0.295 0.070 -2.089
C -1.249 -0.676 -2.787
F -2.171 -1.396 -2.102
C -1.250 -0.676 -4.187
F -2.176 -1.400 -4.864
C -0.295 0.070 -4.887
F -0.295 0.070 -6.243
C 0.661 0.817 -4.187
F 1.587 1.541 -4.864
C -4.065 -1.852 0.171
C -3.005 -0.784 0.235
O -1.828 -1.044 -0.006
C -3.403 0.609 0.599
C -4.729 0.958 0.883
C -5.051 2.276 1.219
C -4.054 3.249 1.273
C -2.732 2.909 0.992
C -2.407 1.594 0.656
H -3.601 -2.803 -0.108
H -4.809 -1.603 -0.591
H -4.535 -1.980 1.150
H -5.531 0.226 0.851
H -6.081 2.545 1.440
H -4.307 4.274 1.535
H -1.953 3.667 1.033
H -1.371 1.340 0.438
C -1.006 -3.434 -0.010
Si 0.475 -2.299 -0.006
C 1.507 -2.617 -1.529
C 1.501 -2.619 1.520
H -0.663 -4.489 -0.010
H -1.616 -3.243 -0.917
H -1.620 -3.244 0.895
H 1.850 -3.672 -1.528
H 2.388 -1.942 -1.526
H 0.897 -2.427 -2.435
H 1.844 -3.675 1.520
H 0.887 -2.430 2.424
H 2.381 -1.944 1.522
H -1.693 1.087 -0.006
```

Calculated values
HOMO energy (spin up / spin down), eV: -1.04 / -3.39
Lowest unoccupied orbital energy (spin up / spin down), eV: 2.1 / 2.1
M, g/mol: 768.82
E_tot, Ha: -5545.906003
ΔE to the lowest compared entry with this formula, charge and spin, kcal per mole: 304.2
HOMO-LUMO gap (spin up / spin down), eV: 3.145 / 5.474
Total charge: -1
Multiplicity: 6
Expectation value of S²: 8.96



4.
A structure of composition C27H29CoIN8O12S. Source: the OMol25 dataset; level of theory: wB97M-V/def2-TZVPD.

```
79
C27H29CoIN8O12S, DFT wB97M-V/def2-TZVPD
Co 0.295 -0.100 -0.065
N 3.359 0.258 -5.694
C 2.659 -0.611 -4.865
C 1.267 -0.547 -4.783
C 0.582 -1.399 -3.942
C 1.277 -2.359 -3.231
C 2.650 -2.468 -3.334
C 3.342 -1.597 -4.150
S 0.432 -3.281 -1.975
O -0.965 -3.386 -2.342
O 1.052 -4.573 -1.766
N 0.585 -2.302 -0.676
C 1.738 -2.184 -0.071
N 2.821 -2.944 -0.312
C 3.882 -2.736 0.428
C 3.942 -1.785 1.439
C 2.815 -0.987 1.582
N 1.734 -1.174 0.858
H 2.825 1.090 -5.910
H 4.261 0.502 -5.310
H 0.740 0.222 -5.331
H -0.484 -1.321 -3.803
H 3.148 -3.221 -2.745
H 4.423 -1.639 -4.203
H 4.744 -3.357 0.201
H 4.824 -1.640 2.046
H 2.787 -0.171 2.297
O 2.974 1.489 -2.802
C 1.905 1.191 -2.256
O 1.786 0.277 -1.390
C 0.674 1.992 -2.641
C 0.678 2.634 -3.859
C -0.395 3.424 -4.281
C -1.464 3.628 -3.411
C -1.486 3.015 -2.153
C -0.434 2.106 -1.749
O -0.492 1.530 -0.607
N -2.502 3.361 -1.283
O -3.290 4.297 -1.581
O -2.648 2.743 -0.172
N -0.359 4.017 -5.548
O -1.252 4.823 -5.872
O 0.571 3.716 -6.326
H 1.546 2.544 -4.495
H -2.291 4.258 -3.695
O 1.354 1.627 1.380
C 1.792 2.751 1.455
C 3.184 3.164 1.022
C 3.084 4.077 -0.214
C 2.096 5.253 -0.139
C 0.623 4.827 -0.232
C 0.005 4.299 1.080
N 1.050 3.815 1.973
H 3.763 2.282 0.748
H 3.674 3.691 1.847
H 2.808 3.461 -1.072
H 4.087 4.467 -0.411
H 2.299 5.884 -1.008
H 2.274 5.869 0.750
H 0.575 4.043 -0.986
H 0.017 5.657 -0.600
H -0.680 3.478 0.864
H -0.539 5.087 1.609
H 1.665 4.592 2.198
N -3.424 0.231 -0.650
C -2.689 -0.778 -1.114
O -1.501 -0.694 -1.396
C -3.400 -2.092 -1.371
I -4.622 -2.673 0.280
H -2.995 1.156 -0.436
H -4.397 0.115 -0.418
H -2.650 -2.865 -1.541
H -4.066 -2.018 -2.232
C -1.562 0.682 2.077
C -0.927 -0.462 1.319
O -1.233 -1.606 1.539
H -0.825 1.108 2.751
H -2.417 0.304 2.639
H -1.867 1.467 1.393
```

Calculated values
HOMO energy (spin up / spin down), eV: -1.52 / -1.47
Lowest unoccupied orbital energy (spin up / spin down), eV: 3.3 / 3.4
M, g/mol: 875.48
E_tot, Ha: -4465.810332
ΔE to the lowest compared entry with this formula, charge and spin, kcal per mole: 52.5
HOMO-LUMO gap (spin up / spin down), eV: 4.855 / 4.837
Total charge: -2
Multiplicity: 2
Expectation value of S²: 0.78



5.
A structure of composition C27H29FN6O2ReSi. Source: the OMol25 dataset; level of theory: wB97M-V/def2-TZVPD.

```
67
C27H29FN6O2ReSi, DFT wB97M-V/def2-TZVPD
Re -0.716 -0.316 -0.241
O -3.733 -2.581 -1.842
C -3.032 -1.673 -1.482
N -1.756 -1.807 -0.961
C -1.081 -3.070 -1.228
C 0.379 -2.782 -1.366
C 1.306 -3.734 -1.751
C 2.640 -3.382 -1.842
C 3.021 -2.080 -1.539
C 2.057 -1.179 -1.160
N 0.754 -1.519 -1.077
C -3.384 -0.230 -1.677
C -4.616 0.157 -2.153
C -4.839 1.508 -2.379
C -3.818 2.410 -2.119
C -2.611 1.942 -1.635
N -2.387 0.637 -1.420
H -1.478 -3.531 -2.135
H -1.245 -3.788 -0.417
H 0.973 -4.738 -1.978
H 3.378 -4.113 -2.145
H 4.054 -1.766 -1.593
H 2.309 -0.163 -0.891
H -5.364 -0.601 -2.346
H -5.793 1.852 -2.756
H -3.948 3.469 -2.288
H -1.802 2.625 -1.416
C -1.881 -2.048 3.350
Si -1.216 -0.429 2.747
C -2.495 0.530 1.743
C -0.417 0.594 4.063
N -0.001 -0.738 1.443
C 1.242 -1.339 1.815
C 1.367 -2.712 1.994
C 2.586 -3.261 2.363
C 3.688 -2.441 2.566
C 3.579 -1.067 2.400
C 2.360 -0.546 2.026
F 2.235 0.790 1.836
H -2.691 -1.896 4.067
H -1.098 -2.610 3.862
H -2.269 -2.658 2.532
H -3.338 -0.066 1.396
H -2.094 1.130 0.900
H -2.895 1.323 2.383
H -1.130 0.779 4.870
H -0.070 1.560 3.691
H 0.437 0.073 4.500
H 0.497 -3.343 1.851
H 2.671 -4.330 2.505
H 4.634 -2.868 2.867
H 4.419 -0.404 2.561
N 2.866 5.834 -1.490
C 2.133 5.057 -2.314
O 1.880 5.314 -3.468
C 1.555 3.785 -1.721
C 1.259 2.758 -2.610
C 0.666 1.611 -2.137
N 0.327 1.457 -0.840
C 0.599 2.455 0.018
C 1.224 3.619 -0.383
H 3.277 6.667 -1.881
H 3.210 5.512 -0.603
H 1.481 2.877 -3.662
H 0.425 0.788 -2.798
H 0.305 2.303 1.047
H 1.403 4.396 0.348
```

Calculated values
HOMO energy (spin up / spin down), eV: -14.47 / -14.48
Lowest unoccupied orbital energy (spin up / spin down), eV: -6.4 / -7.2
M, g/mol: 702.86
E_tot, Ha: -1992.563431
ΔE to the lowest compared entry with this formula, charge and spin, kcal per mole: 0.0
HOMO-LUMO gap (spin up / spin down), eV: 8.106 / 7.321
Total charge: +2
Multiplicity: 2
Expectation value of S²: 0.76



6.
A structure of composition C27H29IrN12O4PS2. Source: the OMol25 dataset; level of theory: wB97M-V/def2-TZVPD.

```
76
C27H29IrN12O4PS2, DFT wB97M-V/def2-TZVPD
Ir 0.622 0.797 0.700
C -0.805 1.723 6.007
N 0.355 2.219 5.326
C 1.451 2.766 5.914
C 2.290 3.181 4.933
N 1.713 2.874 3.719
C 0.520 2.235 3.975
S -0.574 1.478 2.922
C 2.107 3.455 2.504
C 2.800 4.670 2.540
C 3.126 5.289 1.348
C 2.733 4.693 0.158
C 2.052 3.490 0.215
N 1.760 2.871 1.358
H -0.665 1.864 7.077
H -0.963 0.665 5.789
H -1.684 2.281 5.682
H 1.567 2.842 6.976
H 3.257 3.634 5.010
H 3.040 5.147 3.477
H 3.650 6.233 1.349
H 2.934 5.152 -0.795
H 1.699 3.010 -0.688
O -3.018 2.622 -0.162
S -1.783 2.174 0.372
O -1.359 2.896 1.624
O -1.752 0.721 0.661
O -0.659 2.369 -0.630
N -4.540 -7.920 -2.100
C -3.946 -7.154 -1.493
C -3.164 -6.199 -0.796
C -2.074 -6.612 -0.032
C -1.250 -5.679 0.566
C -1.491 -4.316 0.393
C -2.608 -3.907 -0.337
C -3.444 -4.838 -0.920
N -0.583 -3.357 0.887
C 0.706 -3.602 1.292
C 1.268 -2.393 1.567
N 0.347 -1.416 1.337
C -0.755 -2.019 0.940
H -1.872 -7.664 0.084
H -0.428 -6.031 1.165
H -2.828 -2.857 -0.450
H -4.311 -4.523 -1.482
H 1.125 -4.584 1.345
H 2.254 -2.162 1.915
H -1.666 -1.487 0.748
C 0.205 -0.122 -4.845
N -0.169 -1.308 -3.966
C -1.686 -1.410 -3.911
N -2.262 -0.190 -3.496
C -1.890 0.885 -4.395
N -0.447 1.052 -4.409
C 0.071 1.602 -3.178
P -0.283 0.494 -1.717
C 0.346 -1.115 -2.598
C -2.074 0.156 -2.104
H -0.099 -0.360 -5.869
H 1.291 0.008 -4.803
H 0.223 -2.160 -4.378
H -1.942 -2.224 -3.225
H -2.035 -1.666 -4.917
H -2.369 1.810 -4.076
H -2.230 0.637 -5.404
H -0.408 2.563 -2.979
H 1.145 1.771 -3.289
H 0.061 -1.971 -1.982
H 1.437 -1.085 -2.620
H -2.660 1.043 -1.849
H -2.430 -0.659 -1.471
N 6.311 3.099 -0.378
C 5.591 2.202 -0.303
N 4.817 1.184 -0.235
C 3.687 0.833 0.093
N 2.646 0.307 0.315
```

Calculated values
HOMO energy (spin up / spin down), eV: -13.21 / -13.21
Lowest unoccupied orbital energy (spin up / spin down), eV: -6.9 / -7.3
M, g/mol: 872.93
E_tot, Ha: -3245.695406
ΔE to the lowest compared entry with this formula, charge and spin, kcal per mole: 122.6
HOMO-LUMO gap (spin up / spin down), eV: 6.299 / 5.955
Total charge: +2
Multiplicity: 2
Expectation value of S²: 0.88